# 1
Below is C45H40AsIN5PS5SiV as an isolated structure, with properties calculated with ωB97M-V/def2-TZVPD.

```
100
Properties=species:S:1:pos:R:3:forces:R:3:mulliken_spin:R:1
V -0.68080 1.32814 1.46201 -0.1839 0.8762 -0.3682 2.278
I 0.38366 -2.63893 0.96248 0.0932 -0.0123 0.0818 0.036
C 1.53646 -3.89863 -0.25472 -0.0419 -0.0926 0.2895 0.004
C 2.21134 -4.84462 0.47523 0.0239 -0.0003 -0.0146 -0.003
C 2.95206 -5.87200 -0.13490 -0.0276 0.0234 -0.1869 0.000
C 2.97165 -5.94956 -1.49409 -0.0201 0.0379 0.1718 0.000
C 2.31123 -4.97329 -2.28054 0.0971 -0.1336 -0.0803 0.000
C 2.38434 -5.10623 -3.68587 -0.0624 0.1643 -0.1266 0.000
C 1.81392 -4.17607 -4.50477 0.0919 -0.1406 0.1507 0.000
C 1.17950 -3.06835 -3.92555 -0.0440 -0.0069 0.0216 -0.001
C 1.06441 -2.88823 -2.56604 -0.0457 0.1118 -0.1073 0.003
P 0.34574 -1.22803 -2.07143 -0.0489 -0.0878 -0.1069 0.007
C 1.47852 -0.19283 -3.08979 -0.0391 0.0680 0.0533 0.001
C 2.73889 0.00138 -2.52002 -0.0110 -0.0127 0.0158 -0.003
C 3.66231 0.84907 -3.10570 0.0191 0.0046 -0.0051 -0.001
C 3.33397 1.53519 -4.26810 0.0197 -0.0296 -0.0276 0.001
C 2.09022 1.34333 -4.84729 0.0052 0.0190 -0.0136 -0.001
C 1.17047 0.47916 -4.26675 -0.0141 -0.0379 -0.0061 0.002
C -1.22786 -1.27498 -3.02063 0.0480 0.0772 -0.0420 0.004
C -1.86062 -0.06805 -3.33882 0.0032 -0.0658 0.0408 -0.003
C -3.07008 -0.05533 -4.01655 -0.0349 0.0494 0.0733 0.001
C -3.69728 -1.24973 -4.34242 -0.0177 -0.0291 0.0261 0.000
C -3.10852 -2.45330 -3.98402 -0.0121 0.0231 0.0294 0.000
C -1.88153 -2.46628 -3.33390 -0.0088 0.0052 0.0089 -0.001
C 1.60643 -3.88103 -1.68350 -0.0055 0.0299 -0.0981 0.001
H 2.15552 -4.80774 1.55425 -0.0142 0.0001 0.0072 0.000
H 3.47384 -6.59623 0.47746 -0.0068 -0.0087 0.0023 0.000
H 3.49731 -6.74864 -2.00341 0.0138 0.0034 -0.0041 0.000
H 2.91743 -5.95809 -4.09216 0.0016 -0.0058 -0.0045 0.000
H 1.87115 -4.26640 -5.58200 -0.0049 -0.0068 -0.0081 0.000
H 0.76864 -2.31221 -4.58279 0.0133 0.0160 -0.0047 0.000
H 2.98831 -0.50955 -1.59529 -0.0088 0.0371 0.0590 0.000
H 4.62683 1.00144 -2.63606 -0.0033 -0.0155 -0.0090 0.000
H 4.04109 2.22356 -4.71389 -0.0080 0.0154 0.0112 0.000
H 1.81790 1.88770 -5.74265 -0.0019 -0.0022 -0.0062 0.000
H 0.20388 0.34845 -4.73432 -0.0416 0.0211 0.0198 0.000
H -1.41366 0.87233 -3.04766 0.0586 0.0971 0.0430 0.002
H -3.52561 0.89552 -4.26821 -0.0062 -0.0056 0.0439 0.000
H -4.65143 -1.23945 -4.85450 -0.0107 -0.0033 -0.0050 0.000
H -3.60557 -3.39021 -4.20583 0.0011 -0.0027 0.0062 0.000
H -1.43604 -3.41519 -3.06486 0.0138 -0.0194 -0.0124 0.000
C 4.58014 -0.11554 2.55154 0.0310 0.0047 0.0002 -0.018
C 3.86901 0.27106 1.41980 -0.0098 0.0089 -0.0083 0.013
C 2.49170 0.38760 1.44845 -0.0097 0.0120 -0.0247 0.038
C 1.77366 0.13162 2.62697 0.0057 0.1245 0.0864 -0.016
C 2.49471 -0.26515 3.76349 -0.0106 0.0032 -0.0304 -0.022
C 3.87515 -0.38414 3.71720 0.0187 0.0034 -0.0208 0.010
N 0.39053 0.28440 2.64050 0.2529 -0.6807 0.2974 -0.068
N -0.19579 -0.26621 3.78915 0.0198 -0.0947 -0.0923 0.032
C -1.43345 0.11994 3.89166 -0.0949 -0.0018 0.1394 0.062
C -2.27653 -0.38246 4.94562 -0.0627 0.0159 0.0409 -0.019
C -3.55672 0.04223 5.05127 0.0454 -0.0186 0.0131 0.011
C -4.06758 0.99923 4.12722 0.0059 0.0459 -0.0188 -0.017
C -3.23764 1.43455 3.13892 -0.0892 0.0966 -0.0011 0.074
N -1.96210 1.01391 2.97513 -0.2479 -0.3102 0.3769 -0.008
H 5.65987 -0.20057 2.52365 0.0002 -0.0148 -0.0040 -0.002
H 4.39642 0.48526 0.49710 0.0088 0.0110 -0.0266 0.001
H 1.95232 0.67730 0.55216 0.0084 0.0241 0.0361 -0.017
H 1.94481 -0.47782 4.66737 -0.0004 0.0113 0.0139 -0.003
H 4.40875 -0.68870 4.61129 0.0034 -0.0016 0.0116 0.000
H -1.84528 -1.10313 5.62739 0.0005 -0.0120 -0.0024 -0.001
H -4.19526 -0.34321 5.83870 0.0049 -0.0038 0.0117 0.001
H -5.08159 1.36708 4.19106 0.0055 0.0133 -0.0045 -0.001
H -3.58048 2.16754 2.41611 -0.0156 -0.0466 -0.0404 -0.009
S -1.12531 5.69020 -4.58834 -0.0028 -0.0485 0.0245 0.002
As -1.87911 4.58491 -2.98529 -0.1657 0.1116 -0.1486 0.003
S -0.18192 1.97024 -0.74326 0.1591 0.0205 -0.4479 -0.054
S -0.70567 3.68762 0.34736 0.1196 -0.2077 0.2345 0.143
S -3.99491 4.50509 -3.07176 0.0148 0.0255 -0.1272 0.001
N -3.87389 2.77028 -0.30587 0.0453 -0.0891 0.0837 0.004
C -4.13127 1.44848 -0.34083 0.0279 0.0522 -0.0843 -0.007
N -3.36767 0.51399 0.13725 0.0546 0.1294 0.0206 -0.032
C -3.96612 -0.72170 -0.00673 -0.0066 -0.0627 0.0578 0.022
C -3.40598 -1.93074 0.39334 -0.0081 0.0114 0.0161 -0.017
C -4.10405 -3.10590 0.18365 0.0128 -0.0108 -0.0238 0.004
C -5.36394 -3.09576 -0.41597 -0.0023 -0.0164 0.0136 0.000
C -5.93697 -1.90022 -0.82202 0.0147 0.0011 -0.0298 -0.001
C -5.23286 -0.72475 -0.61288 0.0183 -0.0006 -0.0313 -0.003
S -5.67809 0.90918 -1.00789 0.0560 -0.0125 -0.0607 0.003
H -2.92703 2.99970 -0.01799 -0.0215 -0.0420 0.0407 -0.003
H -4.16506 3.32981 -1.11417 -0.0641 0.0344 -0.0332 -0.001
H -2.43103 -1.93081 0.85860 -0.0121 0.0055 0.0116 0.026
H -3.65882 -4.04622 0.48442 -0.0049 -0.0079 0.0245 0.000
H -5.90121 -4.02462 -0.56167 0.0065 -0.0112 -0.0258 0.000
H -6.91043 -1.88450 -1.29588 -0.0167 -0.0043 0.0013 0.000
C 4.00249 3.84316 2.85492 -0.0645 -0.0083 -0.0043 0.023
Si 2.37297 4.44717 3.56524 0.1715 -0.0641 0.1075 -0.013
C 2.31939 6.32840 3.43597 -0.0494 -0.0446 -0.0370 0.043
C 2.32444 4.01368 5.39460 -0.0261 0.0116 -0.0459 0.028
C 1.02566 3.68473 2.64016 -0.0991 0.3668 0.0795 0.894
C 0.16609 3.18871 1.86750 0.2074 -0.2768 -0.2919 -0.428
H 4.83972 4.44780 3.21408 0.0161 -0.0003 0.0229 0.000
H 3.98386 3.88972 1.76457 0.0040 0.0307 -0.0128 -0.002
H 4.17972 2.80094 3.13022 -0.0192 -0.0182 -0.0031 -0.003
H 3.14414 6.77642 3.99711 0.0185 0.0014 0.0106 0.003
H 1.38238 6.72511 3.83143 -0.0176 -0.0084 0.0136 -0.001
H 2.39943 6.64629 2.39499 0.0051 0.0007 -0.0176 0.002
H 3.10079 4.56653 5.93135 0.0172 -0.0068 0.0190 0.000
H 2.49802 2.94591 5.53859 -0.0167 -0.0233 -0.0186 -0.002
H 1.35955 4.26025 5.84108 -0.0216 0.0105 -0.0101 -0.003
```
Positions in Å, forces in eV/Å.

Values from the calculation:
* energy above the lowest of the compared OMol25 structures with the same formula, charge and spin: 1.593 eV
* multiplicity: 4
* charge: -2
* calculated total energy: -8111.9856 Ha
* LUMO level (spin up / spin down): 3.5 / 3.5 eV



# 2
Below is C45H41N2O5PPt as an isolated structure, with properties calculated with ωB97M-V/def2-TZVPD.

```
95
Properties=species:S:1:pos:R:3:forces:R:3:mulliken_charge:R:1
Pt -1.39789 0.56348 -0.09212 0.2438 0.1768 0.1182 2.690
O 2.68291 1.28830 0.86723 -0.0492 0.0725 -0.0745 0.309
C 2.88467 2.57325 0.47504 -0.0209 -0.0331 0.0188 0.388
C 4.15051 3.14995 0.52375 0.0105 -0.0102 -0.0113 -0.847
C 4.34848 4.45063 0.09371 -0.0039 0.0049 0.0058 -0.525
C 3.28394 5.19438 -0.39520 0.0042 -0.0037 -0.0098 -0.818
C 2.02710 4.61598 -0.45174 -0.0022 0.0001 0.0238 -0.584
C 1.80414 3.31430 -0.01321 -0.0315 0.0650 0.0342 -0.232
C 0.44939 2.71320 -0.13246 -0.0057 -0.0077 -0.2819 0.541
O 0.00660 1.97205 0.81379 -0.2281 0.0277 -0.0454 -0.559
N -0.19639 2.98340 -1.24785 0.1432 -0.0368 0.1275 -0.717
N -1.40414 2.31704 -1.23708 0.0386 -0.3846 -0.1168 0.526
C -2.41335 2.80170 -1.83794 -0.0284 0.0047 0.1101 -0.238
C -3.74576 2.26080 -1.62975 -0.0036 -0.0394 -0.0234 0.444
C -4.75817 2.56041 -2.54308 -0.0263 -0.0162 -0.0042 -0.779
C -6.06522 2.17720 -2.32041 -0.0031 0.0194 -0.0290 -0.664
C -6.37679 1.50926 -1.14004 0.0120 -0.0050 0.0152 -0.630
C -5.39503 1.22058 -0.21137 -0.0026 0.0003 -0.0014 -0.522
C -4.05785 1.57662 -0.43238 0.0503 -0.0144 0.0547 0.427
O -3.16806 1.30662 0.53200 0.0088 -0.0036 0.0931 -0.886
H 3.53584 0.87301 1.02463 0.0617 -0.0485 0.0336 0.103
H 4.98380 2.56209 0.89449 -0.0014 0.0021 -0.0015 0.454
H 5.34082 4.88125 0.13905 -0.0037 -0.0012 0.0023 0.398
H 3.43266 6.21067 -0.73379 0.0009 -0.0028 -0.0010 0.411
H 1.18444 5.16798 -0.84543 -0.0065 0.0003 -0.0049 0.402
H -2.27094 3.69845 -2.43671 -0.0044 0.0085 0.0446 0.527
H -4.49809 3.11110 -3.43994 0.0012 -0.0071 0.0015 0.456
H -6.83584 2.40742 -3.04323 0.0050 -0.0054 0.0009 0.392
H -7.39964 1.21399 -0.94112 0.0045 0.0015 0.0048 0.407
H -5.64359 0.71997 0.71574 0.0079 0.0057 0.0133 0.454
C -0.82051 -2.97144 4.10453 0.0188 -0.0123 -0.0063 -1.069
C -2.17002 -2.43567 3.70047 -0.0161 0.0128 0.0470 0.919
C -3.25899 -2.77255 4.49918 -0.0037 -0.0255 0.0089 -0.858
C -4.54439 -2.33439 4.22016 0.0295 -0.0219 -0.0057 -0.897
C -4.76899 -1.53998 3.11089 -0.0182 0.0257 -0.0295 -0.762
C -3.70171 -1.18625 2.30077 -0.0146 0.0583 0.0472 -0.466
C -2.40719 -1.61166 2.58482 0.0872 0.0113 -0.0319 1.417
P -1.10702 -1.16025 1.38909 -0.0555 -0.1077 0.0595 0.120
C 0.40521 -0.86343 2.31979 0.0645 0.0510 -0.0549 2.018
C 1.52440 -1.65796 2.10064 0.0093 0.0261 0.0988 -0.546
C 2.69586 -1.43814 2.80486 0.0140 -0.0236 -0.0205 -1.108
C 2.74800 -0.40276 3.72562 -0.0088 0.0124 0.0302 -0.910
C 1.63726 0.39953 3.93225 0.0085 -0.0250 0.0220 -0.935
C 0.44620 0.19084 3.24498 -0.0231 0.0490 -0.0558 0.428
C -0.73441 1.07924 3.52676 -0.0470 -0.0561 -0.0055 -1.700
C -1.02328 -2.56051 0.25109 -0.0635 0.0655 0.0067 1.241
C -0.44932 -3.81228 0.44356 -0.0261 -0.0502 0.0479 -0.598
C -0.51636 -4.76054 -0.56418 -0.0136 -0.0134 0.0162 -0.923
C -1.16934 -4.46058 -1.75281 -0.0074 0.0010 0.0025 -0.807
C -1.76757 -3.22289 -1.93128 0.0322 -0.0193 -0.0109 -0.828
C -1.71176 -2.26147 -0.92805 -0.0022 -0.0166 -0.0538 0.753
C -2.40238 -0.93393 -1.08981 0.0722 0.2915 -0.1370 -2.823
H -0.94970 -3.80322 4.79537 -0.0073 -0.0029 0.0106 0.555
H -0.22087 -2.20683 4.60325 -0.0007 -0.0163 -0.0169 0.198
H -0.23714 -3.32739 3.25754 -0.0563 0.0021 0.0781 0.049
H -3.08790 -3.40588 5.36158 -0.0038 0.0037 0.0008 0.445
H -5.36348 -2.62174 4.86707 0.0040 0.0078 -0.0048 0.404
H -5.76569 -1.18963 2.87478 0.0117 -0.0024 -0.0006 0.480
H -3.86233 -0.53538 1.45759 -0.0141 0.0839 -0.0864 -0.367
H 1.47585 -2.46190 1.38202 0.0163 0.0064 0.1282 0.221
H 3.55775 -2.07082 2.63369 -0.0025 0.0019 0.0007 0.440
H 3.65690 -0.21463 4.28357 0.0028 -0.0022 -0.0007 0.396
H 1.69120 1.21750 4.64048 -0.0025 -0.0009 -0.0036 0.465
H -0.40571 1.98190 4.03957 -0.0095 -0.0008 -0.0148 0.516
H -1.46554 0.57568 4.16306 -0.0113 -0.0457 0.0282 0.258
H -1.23697 1.39028 2.61010 0.0022 -0.0115 0.1193 0.221
H 0.06752 -4.05507 1.36328 -0.0426 -0.0138 -0.0465 0.221
H -0.05109 -5.72770 -0.42666 -0.0003 0.0033 0.0015 0.477
H -1.21008 -5.19681 -2.54539 0.0032 0.0074 -0.0009 0.394
H -2.27326 -2.98864 -2.86001 0.0009 -0.0025 -0.0010 0.504
H -3.42999 -0.97604 -0.72151 0.0218 -0.0511 0.0015 0.989
H -2.41072 -0.63313 -2.13413 -0.0400 0.0046 -0.0776 0.845
C 6.12948 -0.49687 -3.72916 0.0011 -0.0061 -0.0030 -1.480
C 4.68123 -0.35575 -3.34651 0.0099 -0.0421 0.0190 0.714
C 3.91702 0.70386 -3.80478 -0.0498 0.0209 -0.0157 -1.262
C 2.57515 0.85989 -3.46085 0.0649 -0.0997 0.0337 1.045
C 1.82603 2.02412 -4.05162 -0.0225 -0.0083 0.0777 -1.402
C 1.99715 -0.07381 -2.58626 0.0595 0.2902 -0.0086 0.221
C 2.74561 -1.16540 -2.13243 -0.0416 -0.0568 0.0092 0.937
C 2.14938 -2.21699 -1.23953 -0.0043 -0.0097 -0.0665 -1.043
C 4.06923 -1.29548 -2.52614 0.0553 0.0214 -0.0257 -1.060
C 0.56558 0.11392 -2.15496 -0.0272 -0.6176 -0.0080 -0.150
O -0.31305 0.38015 -2.94998 -0.0874 0.1237 -0.1093 -0.551
O 0.36800 -0.10118 -0.86667 -0.0747 0.3912 0.0162 0.415
H 6.41845 0.25605 -4.46161 0.0002 -0.0028 -0.0002 0.365
H 6.32966 -1.48121 -4.15598 -0.0004 0.0045 0.0024 0.348
H 6.77659 -0.38212 -2.85691 -0.0007 -0.0003 -0.0036 0.294
H 4.37023 1.43650 -4.46402 0.0016 -0.0004 0.0047 0.243
H 2.51229 2.64873 -4.62409 -0.0263 0.0030 0.0145 0.392
H 1.36001 2.63202 -3.27763 -0.0774 0.0369 0.0590 0.156
H 1.02720 1.67991 -4.70679 -0.0092 -0.0158 0.0004 0.269
H 1.14904 -2.51262 -1.56354 0.0819 0.0130 -0.0045 -0.001
H 2.05356 -1.82388 -0.23131 0.0477 0.0085 -0.1728 -0.068
H 2.78475 -3.10276 -1.21882 0.0205 -0.0282 -0.0073 0.520
H 4.63643 -2.15559 -2.18363 -0.0012 0.0008 0.0011 0.387
```
Positions in Å, forces in eV/Å.

Values from the calculation:
* energy above the lowest of the compared OMol25 structures with the same formula, charge and spin: 0.077 eV
* charge: 0
* calculated total energy: -2685.8361 Ha
* LUMO level: -0.1 eV



> The lowest charge belongs to which entry?

C45H40AsIN5PS5SiV